# 1
Formula: C4H12
Source: OMol25
Level of theory: ωB97M-V/def2-TZVPD

The geometry in XYZ format:
```
16
C4H12 | OMol25 | ωB97M-V/def2-TZVPD
H 0.7992 1.2927 0.2201
C -0.9589 1.7028 1.3298
H 0.0350 -1.1635 -2.1305
H 0.9185 2.8201 0.7935
H -0.2759 2.6808 -0.4604
C 1.0076 -1.9905 -0.3871
H 1.7775 -1.2286 -0.4762
H -1.4500 2.5370 1.8362
H -1.7726 1.1901 0.8141
H 0.6311 -1.6885 0.5980
H -1.0658 -1.5158 -0.9247
H -0.6766 1.0363 2.1514
C -0.1735 -1.9471 -1.3832
H 1.4267 -2.9878 -0.4854
C 0.1462 2.1453 0.3808
H -0.3683 -2.8835 -1.8764
```

The value obtained for the energy relative to the best compared isomer or geometry (same formula, charge and spin) is 58.4 kJ/mol. As for the charge: 0. For the LUMO energy, the calculation gives 1.131 eV. Its frontier orbital gap is 12.4 eV. The SMILES is CC.CC. The HOMO energy comes out at -11.2873 eV. The calculation puts the total energy at -159.5627 hartree.

# 2
Formula: C6H10S
Source: OMol25
Level of theory: ωB97M-V/def2-TZVPD

The geometry in XYZ format:
```
17
C6H10S | OMol25 | ωB97M-V/def2-TZVPD
S 0.0320 -1.8240 -1.4889
H 2.1712 1.2714 -0.6954
C 0.0881 1.1872 -0.5827
H 1.2002 -2.0200 2.7835
C 0.1413 -1.0231 1.0483
C 1.4183 1.5251 -0.0539
C -0.4843 -0.6795 -0.2134
H 1.5190 2.6870 -0.0506
H -2.4139 -0.3978 -1.0805
H 1.7053 1.2122 0.9983
H -2.1558 0.1610 0.5189
H -0.7480 1.7695 -0.1793
C -2.0158 -0.6557 -0.1309
C 0.7643 -1.4298 1.9617
H -2.3663 -1.6350 0.2825
H 1.2328 -1.5385 -1.4678
H -0.0881 1.3901 -1.6497
```

The value obtained for the energy relative to the best compared isomer or geometry (same formula, charge and spin) is 395.5 kJ/mol. As for the charge: 0. For the LUMO energy, the calculation gives 0.907 eV. Its frontier orbital gap is 9.7 eV. The HOMO energy comes out at -8.7518 eV. The calculation puts the total energy at -632.6589 hartree.